#P
Molecular formula: C6H10N4
Method: DFT, ωB97M-V with the def2-TZVPD basis set

```
20
Properties=species:S:1:pos:R:3
C -0.4013 1.8098 0.0593
N -0.5932 0.7473 0.7495
C -0.9308 -0.5464 0.0855
C -1.9962 -1.3644 0.7888
N 0.4668 -1.2140 0.1347
N 1.3714 -0.4082 -0.4680
C 2.3306 0.3127 0.1990
C 3.2345 0.7940 -0.6814
N 2.8246 0.3338 -1.9432
C 1.6920 -0.3071 -1.8275
H -0.0392 2.6635 0.5960
H -0.4965 1.9974 -0.9763
H -1.2753 -0.7283 -0.9635
H -2.9727 -1.1546 0.2978
H -2.0676 -0.9021 1.8249
H -1.8494 -2.4314 0.9099
H 0.6960 -1.2422 1.0779
H 2.2553 0.4489 1.2452
H 4.2546 1.1963 -0.6603
H 1.3232 -1.0481 -2.4867
```

LUMO level (eV): 1.0
Frontier orbital gap (eV): 9.706
HOMO energy (eV): -8.694


#Q
Molecular formula: C6H10N4
Method: DFT, ωB97M-V with the def2-TZVPD basis set

```
20
Properties=species:S:1:pos:R:3
C 2.7630 -1.2364 -1.3773
C 2.9475 -0.9758 0.0294
C 1.6049 -0.5635 -1.7148
C -2.9542 -0.6311 0.8302
C 0.5586 1.9298 1.5449
C -3.6365 -0.6658 -0.3234
N 2.0384 -0.0600 0.4166
N 1.2384 0.2022 -0.6800
N -0.2122 1.6233 0.4827
N 0.1633 1.0040 -0.5646
H 3.1462 -1.9943 -2.0298
H 3.7758 -1.2135 0.6296
H 0.9727 -0.5264 -2.5697
H -1.9084 -0.7955 0.8493
H -3.2490 -0.5497 1.8469
H 0.2307 2.4855 2.3658
H 1.4412 1.4139 1.5909
H -3.0859 -0.8473 -1.3576
H -4.6900 -0.5769 -0.3388
H -1.1444 1.9774 0.3697
```

LUMO level (alpha / beta) (eV): 0.8 / 0.8
Frontier orbital gap (alpha / beta) (eV): 8.064 / 8.062
HOMO energy (alpha / beta) (eV): -7.269 / -7.270


Which one sits at the top of the stability order? #P does.


#P
Molecular formula: C12H15N2O
Method: DFT, ωB97M-V with the def2-TZVPD basis set

```
30
Properties=species:S:1:pos:R:3
O 1.6186 2.8680 -0.2084
C 1.0704 1.8098 -0.2734
N -0.3556 1.6666 -0.1527
C -1.0019 0.6110 -0.6208
C -2.2880 0.3714 -0.2423
C -3.0836 -0.4420 -1.1393
C -4.4722 -0.4884 -0.9698
C -5.0868 0.1324 0.1049
C -4.3097 0.9304 0.9750
C -2.9033 0.9569 0.9142
C 1.6788 0.5713 -0.3764
C 1.4147 -0.7600 0.1310
C 2.8340 -1.1829 0.8029
C 3.7861 -0.4474 -0.1902
N 3.2035 0.8200 -0.3268
H -0.7892 2.5165 0.1739
H -0.5312 -0.1311 -1.3202
H -2.4623 -0.9587 -1.8680
H -4.9841 -1.1888 -1.5648
H -6.1791 0.1853 0.1204
H -4.8198 1.3992 1.7687
H -2.4679 1.7177 1.5150
H 1.1803 -1.5189 -0.6291
H 0.7175 -0.8437 0.9808
H 2.6509 -0.8582 1.8540
H 2.8930 -2.2423 0.7439
H 4.8468 -0.6258 0.3118
H 3.8541 -0.8439 -1.2374
H 3.1421 1.5912 0.3758
H 3.3911 1.3519 -1.2185
```

Charge: +1
LUMO level (alpha / beta) (eV): -4.9 / -4.9
Frontier orbital gap (alpha / beta) (eV): 6.318 / 6.317
HOMO energy (alpha / beta) (eV): -11.171 / -11.170


#Q
Molecular formula: C12H15N2O
Method: DFT, ωB97M-V with the def2-TZVPD basis set

```
30
Properties=species:S:1:pos:R:3
C 0.4798 1.7330 2.6739
C 1.2557 0.8601 2.1269
C 1.2351 0.7129 0.6730
N 1.0950 -0.5987 -0.0191
O -0.2789 -1.0092 -0.0137
C -1.2813 -0.2360 -0.5199
C -1.5870 -0.2762 -1.8448
C -2.5585 0.6396 -2.3707
C -3.2312 1.4645 -1.5027
C -3.0626 1.4003 -0.1143
C -2.0119 0.6024 0.3727
C 1.6657 -0.5946 -1.4475
N 2.3342 -1.6035 -1.6053
C 2.3550 -2.4469 -0.4842
C 1.8859 -1.7099 0.7092
H 0.4716 1.6683 3.7042
H -0.2327 2.4862 2.2542
H 1.8059 0.1337 2.7254
H 2.2192 1.1475 0.3189
H 0.4300 1.2850 0.3183
H -0.8780 -0.8866 -2.4780
H -2.8241 0.3129 -3.3613
H -4.1960 1.9019 -1.8678
H -3.6505 1.9946 0.4917
H -1.9688 0.4467 1.4748
H 1.5363 0.4088 -1.8722
H 3.2790 -2.9626 -0.3453
H 1.7071 -3.3087 -0.5641
H 1.2085 -2.2892 1.3646
H 2.7977 -1.2761 1.2031
```

Charge: +1
LUMO level (eV): -3.3
Frontier orbital gap (eV): 9.541
HOMO energy (eV): -12.886


Which one sits at the top of the stability order? #P does.


#P
Molecular formula: C3H12NOS2
Method: DFT, ωB97M-V with the def2-TZVPD basis set

```
19
Properties=species:S:1:pos:R:3
N -1.7253 -0.3450 0.3977
C -1.2406 -1.2406 -0.6609
C -0.5986 -0.5505 -1.8647
S 1.1044 -0.5826 -1.4484
S 1.8747 1.3970 -1.5636
C 3.4526 1.0296 -0.5130
H -1.9961 -0.7212 1.2912
H -2.3480 0.4102 0.0313
H -1.0276 0.3149 0.7784
H -2.1214 -1.9097 -0.8591
H -0.5191 -2.1007 -0.2052
H -0.5871 -1.3642 -2.7115
H -1.0585 0.3705 -2.2905
H 3.1487 0.5184 0.3947
H 4.0653 1.9934 -0.3765
H 4.0437 0.4638 -1.2315
H -1.7714 0.2421 4.1413
H -1.3478 1.5206 3.3017
O -1.3479 0.5540 3.3887
```

Charge: +1
LUMO level (eV): -3.5
Frontier orbital gap (eV): 7.839
HOMO energy (eV): -11.289


#Q
Molecular formula: C3H12NOS2
Method: DFT, ωB97M-V with the def2-TZVPD basis set

```
19
Properties=species:S:1:pos:R:3
N 2.1948 -1.0660 0.7610
C 1.9156 -0.6766 -0.6658
C 1.5189 0.8121 -0.7517
S 0.0439 1.0358 0.3476
S -1.6809 1.2400 -0.6290
C -2.3316 -0.3111 -1.4191
H 2.6917 -0.3349 1.2730
H 2.6668 -1.9564 0.9338
H 1.2580 -1.1816 1.2001
H 1.1452 -1.3506 -1.0241
H 2.8411 -0.7650 -1.2367
H 2.3415 1.4571 -0.4410
H 1.3051 1.0101 -1.8010
H -2.3703 -1.2873 -0.9294
H -1.7969 -0.4322 -2.3532
H -3.3807 -0.0298 -1.4960
H -0.4076 -2.8918 2.4905
H -0.9285 -1.4660 2.6083
O -0.4732 -2.0501 2.0356
```

Charge: +1
LUMO level (eV): -3.3
Frontier orbital gap (eV): 8.911
HOMO energy (eV): -12.244


#R
Molecular formula: C3H12NOS2
Method: DFT, ωB97M-V with the def2-TZVPD basis set

```
19
Properties=species:S:1:pos:R:3
N -0.9802 -0.7663 -1.5171
C -0.5323 0.2333 -0.4256
C 0.7790 0.8409 -0.9112
S 1.9359 1.3947 0.3902
S 1.1311 2.8655 1.5103
C 0.4184 1.9555 2.8850
H -0.6686 -0.5439 -2.4673
H -1.9989 -0.8114 -1.5723
H -0.6260 -1.7108 -1.2294
H -0.5311 -0.3377 0.4879
H -1.3962 0.9454 -0.2974
H 1.2991 0.0736 -1.4964
H 0.4544 1.6513 -1.5978
H -0.0233 1.0398 2.4145
H -0.4615 2.3898 3.4165
H 1.0259 1.5460 3.7048
H -0.0324 -3.8642 -0.3487
H 0.0457 -3.6687 -1.8991
O 0.1608 -3.2327 -1.0467
```

Charge: +1
LUMO level (eV): -3.5
Frontier orbital gap (eV): 8.683
HOMO energy (eV): -12.187


Which one sits at the top of the stability order? #Q does.


#P
Molecular formula: C8H15N2
Method: DFT, ωB97M-V with the def2-TZVPD basis set

```
25
Properties=species:S:1:pos:R:3
C -2.7719 -0.3413 -1.2642
C -1.3170 0.0937 -1.1087
C -0.3051 -0.5254 -2.1592
N -0.8009 -0.4529 0.2476
C 0.6145 -0.3005 0.5124
N 1.5274 -1.3979 0.3396
C 1.6036 -0.7328 1.6411
C 2.1886 0.6237 1.6831
C 1.1509 1.6393 2.0802
C 1.2129 1.0923 0.6570
H -3.0125 -1.5159 -1.2058
H -3.2288 0.0892 -0.3945
H -3.2211 0.0301 -2.2878
H -1.2083 1.1801 -1.3734
H -0.3434 0.0897 -3.0792
H -0.4465 -1.6125 -2.3984
H 0.6973 -0.3935 -1.7502
H -0.9663 -1.4811 0.1846
H -1.3596 0.0006 1.0980
H 2.2968 -1.4215 -0.2848
H 1.3899 -1.1419 2.6560
H 3.2780 0.7065 1.5566
H 0.2918 1.2897 2.6502
H 1.3308 2.7696 2.2503
H 1.3992 1.7127 -0.2505
```

Charge: +1
LUMO level (eV): -3.1
Frontier orbital gap (eV): 11.201
HOMO energy (eV): -14.270


#Q
Molecular formula: C8H15N2
Method: DFT, ωB97M-V with the def2-TZVPD basis set

```
25
Properties=species:S:1:pos:R:3
C 1.6367 1.7092 -0.6812
C 1.2756 0.5464 -1.2287
C 2.0761 -0.3242 -2.0580
N -0.2119 0.2135 -0.9445
C -1.0224 1.0336 0.0096
C -0.5221 0.9875 1.4220
N -0.6007 -0.4657 1.9363
C -0.3978 -1.4718 0.8697
C -0.9435 -0.9669 -0.5699
C -2.1926 -0.0440 -0.2965
H 0.9389 2.1812 0.0399
H 2.4893 2.3263 -0.9723
H 1.6804 -1.3070 -1.8215
H 3.1016 -0.1645 -1.8434
H 2.0575 -0.1374 -3.1728
H -1.2705 2.0777 -0.3470
H 0.4733 1.4162 1.6666
H -1.1994 1.6424 1.9986
H -1.5512 -0.6676 2.3499
H -0.0138 -0.6495 2.7162
H -1.2144 -2.2332 1.0010
H 0.6070 -1.8422 0.8176
H -1.1951 -1.7921 -1.1141
H -2.8777 0.0225 -1.0947
H -2.7572 -0.2058 0.6873
```

Charge: +1
LUMO level (eV): -3.4
Frontier orbital gap (eV): 8.391
HOMO energy (eV): -11.800


Which one sits at the top of the stability order? #Q does.


#P
Molecular formula: C5H6N2
Method: DFT, ωB97M-V with the def2-TZVPD basis set

```
13
Properties=species:S:1:pos:R:3
C -1.7715 -0.4669 0.0720
C -1.4193 1.0392 0.1220
C -0.0240 0.4646 0.0832
N 1.2358 1.0362 0.0458
C 2.0950 0.0772 -0.1208
C 2.2139 -1.2052 -0.5192
N -0.3120 -0.7926 0.0642
H -2.2903 -0.8038 -0.8305
H -2.2841 -0.8615 0.9566
H -1.7212 1.6351 -0.7449
H -1.6889 1.5643 1.0437
H 3.2096 0.2031 -0.2554
H 2.7368 -1.9624 0.0719
```

LUMO level (eV): -0.6
Frontier orbital gap (eV): 8.407
HOMO energy (eV): -8.987


#Q
Molecular formula: C5H6N2
Method: DFT, ωB97M-V with the def2-TZVPD basis set

```
13
Properties=species:S:1:pos:R:3
N 0.3996 -2.3150 -1.6194
C -0.1190 -1.2901 -1.2180
C -0.5430 -0.3015 -0.5164
C -1.3431 -0.0763 0.6453
C -0.9182 1.1184 -0.1776
H -0.0517 -3.0118 -2.1745
H -0.8259 0.0488 1.6453
H -2.4150 -0.3781 0.5056
H -1.5606 1.6855 -0.7818
H -0.2010 1.7867 0.2807
C 2.5365 0.8958 1.0928
N 1.7930 1.2706 1.8597
H 3.2483 0.5669 0.4584
```

LUMO level (eV): 1.0
Frontier orbital gap (eV): 9.405
HOMO energy (eV): -8.411


#R
Molecular formula: C5H6N2
Method: DFT, ωB97M-V with the def2-TZVPD basis set

```
13
Properties=species:S:1:pos:R:3
C 1.0142 -1.5469 0.1013
C 1.0563 -1.7812 -1.1822
C 0.6208 -0.1461 -0.4889
C -0.6771 0.6664 1.5362
C -0.6768 0.3955 -0.0075
N 1.0345 -1.2717 -2.3711
N 0.6794 -0.1216 -2.0055
H 1.3546 0.5640 -0.3262
H -0.8339 -0.3454 1.9965
H -1.5108 1.3626 1.6717
H 0.1357 1.2773 1.9439
H -0.7742 1.2841 -0.5541
H -1.4227 -0.3370 -0.3141
```

LUMO level (eV): -0.3
Frontier orbital gap (eV): 9.815
HOMO energy (eV): -10.078


#S
Molecular formula: C5H6N2
Method: DFT, ωB97M-V with the def2-TZVPD basis set

```
13
Properties=species:S:1:pos:R:3
C -0.2868 -1.2121 -0.8627
C -0.4190 -1.0324 0.4323
C 0.2042 -0.0079 1.2383
C -0.1214 1.3150 0.8131
N 1.0797 0.9156 0.3753
N 1.0391 0.8277 -1.1606
C 0.4485 -0.2670 -1.5829
H -0.8179 -2.0812 -1.3961
H -1.2930 -1.7178 0.9706
H 0.6762 -0.2754 2.1290
H -0.9983 1.5256 0.2062
H 0.0481 2.3047 1.4860
H 0.4407 -0.2947 -2.6485
```

LUMO level (eV): 0.2
Frontier orbital gap (eV): 9.035
HOMO energy (eV): -8.844


Which one sits at the top of the stability order? #Q does.


#P
Molecular formula: CH5NOS
Method: DFT, ωB97M-V with the def2-TZVPD basis set

```
9
Properties=species:S:1:pos:R:3
N -2.7239 0.6199 -0.0009
C -2.0310 1.0725 -1.0949
O -1.3336 2.0383 -1.1373
H -2.9438 1.1988 0.8049
H -2.8260 -0.3752 0.1251
H -2.2446 0.4023 -1.9431
S 4.5158 -1.0986 1.2962
H 4.2687 -1.8288 0.1880
H 5.3184 -2.0293 1.7620
```

LUMO level (eV): 0.9
Frontier orbital gap (eV): 10.632
HOMO energy (eV): -9.779


#Q
Molecular formula: CH5NOS
Method: DFT, ωB97M-V with the def2-TZVPD basis set

```
9
Properties=species:S:1:pos:R:3
C 0.2121 -1.4479 -0.2991
S 0.6932 0.0190 0.2076
N -0.3357 1.2039 -0.3924
O 2.0518 0.7219 -0.0763
H 0.9135 -2.0929 -0.8499
H -0.2285 -1.9166 0.5702
H 0.4793 0.2835 1.6296
H -1.1700 1.0989 0.2886
H 0.1163 2.1466 -0.4460
```

LUMO level (eV): 0.1
Frontier orbital gap (eV): 9.080
HOMO energy (eV): -8.971


Which one sits at the top of the stability order? #P does.


#P
Molecular formula: CH5NOS
Method: DFT, ωB97M-V with the def2-TZVPD basis set

```
9
Properties=species:S:1:pos:R:3
N 3.1949 -0.7191 -1.1936
S 3.6637 -0.1247 0.1657
H 3.1130 -0.0278 -1.9574
C -1.9274 -0.7127 0.7105
O -0.5331 -0.4269 0.4873
H -2.6536 0.2244 0.7491
H -1.9878 -1.4822 1.5031
H -2.2883 -1.1819 -0.2075
H 0.0123 -0.7852 1.2188
```

LUMO level (alpha / beta) (eV): -1.2 / -1.2
Frontier orbital gap (alpha / beta) (eV): 7.433 / 7.436
HOMO energy (alpha / beta) (eV): -8.627 / -8.630


#Q
Molecular formula: CH5NOS
Method: DFT, ωB97M-V with the def2-TZVPD basis set

```
9
Properties=species:S:1:pos:R:3
N 1.8271 -1.8426 -1.0093
C 2.7901 -1.7498 -1.9673
O 3.4969 -0.7635 -2.0711
H 1.8036 -1.0230 -0.4291
H 1.3454 -2.6802 -1.0351
H 3.0827 -2.6395 -2.5464
S -4.5096 4.1053 3.1831
H -4.0686 2.9355 2.6928
H -5.7677 3.6578 3.1825
```

LUMO level (eV): 0.9
Frontier orbital gap (eV): 10.796
HOMO energy (eV): -9.849


Which one sits at the top of the stability order? #Q does.


#P
Molecular formula: CH5NOS
Method: DFT, ωB97M-V with the def2-TZVPD basis set

```
9
Properties=species:S:1:pos:R:3
C 0.1364 -1.3855 -0.6810
N 0.1612 1.2553 -0.5053
O 2.2836 0.0540 -0.0288
S 0.8788 -0.1228 0.1214
H 0.5075 -2.4616 -0.5899
H -0.9637 -1.3605 -0.8718
H -0.7115 1.2270 -1.1298
H 0.9041 1.5944 -1.1670
H 0.6136 0.5499 1.9734
```

LUMO level (alpha / beta) (eV): -0.7 / -0.7
Frontier orbital gap (alpha / beta) (eV): 7.965 / 7.960
HOMO energy (alpha / beta) (eV): -8.660 / -8.659


#Q
Molecular formula: CH5NOS
Method: DFT, ωB97M-V with the def2-TZVPD basis set

```
9
Properties=species:S:1:pos:R:3
N -0.5597 -1.0413 1.2037
C -1.3182 0.0105 0.8411
O -2.4176 -0.1031 0.3464
H -0.9150 -1.9513 0.9537
H 0.3873 -0.9877 1.5293
H -0.8943 0.9889 1.1195
S 1.5029 0.5971 -2.0263
H 1.3773 1.9273 -1.9978
H 2.8372 0.5597 -1.9697
```

LUMO level (eV): 0.7
Frontier orbital gap (eV): 10.605
HOMO energy (eV): -9.926


Which one sits at the top of the stability order? #Q does.